one) {
  "formula": "C4H4InLiO5",
  "method": "ωB97M-V/def2-TZVPD",
  "symbols": ["O", "C", "C", "O", "O", "C", "H", "H", "H", "H", "O", "C", "O", "Li", "In"],
  "positions_angstrom": [[-0.34, -0.72, 1.05], [-1.43, -0.52, 0.33], [0.31, 0.58, 1.33], [-2.00, -1.40, -0.28], [-1.73, 0.76, 0.22], [-0.81, 1.57, 0.98], [1.24, 0.78, 0.78], [0.58, 0.54, 2.39], [-0.47, 2.39, 0.34], [-1.33, 1.96, 1.86], [1.81, 0.12, -2.04], [0.78, -0.61, -1.83], [1.08, -1.89, -1.64], [-0.73, -2.09, -1.66], [3.03, -1.47, -1.80]],
  "lowdin_spin": [0.001, 0.006, 0.000, 0.005, 0.002, 0.000, -0.001, 0.000, 0.000, 0.000, 0.201, 0.210, 0.178, 0.005, 0.393],
  "total_charge": 1,
  "homo_energy_ev": [-13.1, -14.0],
  "spin_multiplicity": 2,
  "homo_lumo_gap_ev": [8.8, 7.3]
}

***

two) {
  "formula": "C4H4InLiO5",
  "method": "ωB97M-V/def2-TZVPD",
  "symbols": ["O", "O", "C", "C", "O", "C", "H", "H", "H", "H", "O", "O", "C", "Li", "In"],
  "positions_angstrom": [[1.56, 0.86, -1.48], [0.58, 0.78, 0.48], [-0.23, 0.12, 1.49], [-0.12, 0.97, 2.75], [1.19, 1.24, 3.07], [0.74, 0.33, -0.76], [-1.26, 0.04, 1.11], [0.19, -0.88, 1.66], [-0.67, 0.40, 3.53], [-0.72, 1.89, 2.57], [-1.15, -0.82, -1.68], [0.53, -2.05, -0.99], [-0.01, -0.93, -1.16], [2.17, 1.54, 1.61], [-1.15, -2.84, -1.79]],
  "lowdin_spin": [0.000, 0.001, 0.018, 0.111, 0.788, 0.000, 0.000, 0.001, 0.016, 0.063, 0.000, 0.001, 0.000, -0.001, 0.001],
  "total_charge": 1,
  "homo_energy_ev": [-11.3, -11.3],
  "spin_multiplicity": 2,
  "homo_lumo_gap_ev": [7.3, 3.2]
}

***

Quick one: least stable of them? two)

***

one) {
  "formula": "C3H6INO",
  "method": "ωB97M-V/def2-TZVPD",
  "symbols": ["C", "C", "C", "I", "O", "N", "H", "H", "H", "H", "H", "H"],
  "positions_angstrom": [[-0.06, -0.84, -1.27], [-0.03, 0.19, -0.41], [-1.30, 0.49, 0.75], [-3.07, -0.23, -0.13], [1.15, 0.82, -0.26], [1.03, 2.27, -0.17], [0.74, -1.03, -1.98], [-1.05, -1.37, -1.18], [-1.36, 1.60, 0.86], [-1.11, -0.17, 1.69], [1.26, 2.41, 0.85], [1.89, 2.55, -0.70]],
  "nbo_charge": [-0.497, 0.308, -0.635, 0.125, -0.420, -0.517, 0.228, 0.214, 0.245, 0.250, 0.341, 0.356],
  "homo_energy_ev": -9.1,
  "smiles": "C=C(CI)ON",
  "homo_lumo_gap_ev": 9.5
}

***

two) {
  "formula": "C3H6INO",
  "method": "ωB97M-V/def2-TZVPD",
  "symbols": ["C", "C", "C", "N", "O", "I", "H", "H", "H", "H", "H", "H"],
  "positions_angstrom": [[-0.53, 0.60, 1.22], [-0.57, 0.19, -1.38], [0.14, 0.04, -0.07], [1.56, -1.66, 0.71], [1.65, -2.61, -0.02], [2.24, 0.47, -0.05], [0.09, 1.24, 1.67], [-0.83, -0.32, 1.90], [-1.31, 1.33, 1.04], [-0.08, -0.02, -2.36], [-1.35, -0.50, -1.28], [-1.00, 1.23, -1.39]],
  "nbo_charge": [-0.693, -0.700, -0.090, 0.117, -0.272, 0.289, 0.221, 0.233, 0.213, 0.238, 0.229, 0.214],
  "homo_energy_ev": [-7.5, -7.5],
  "homo_lumo_gap_ev": [7.2, 7.2]
}

***

Quick one: least stable of them? two)

***

one) {
  "formula": "C9H11NO2",
  "method": "ωB97M-V/def2-TZVPD",
  "symbols": ["C", "C", "C", "C", "C", "C", "C", "C", "C", "N", "O", "O", "H", "H", "H", "H", "H", "H", "H", "H", "H", "H", "H"],
  "positions_angstrom": [[-2.00, -2.70, -0.99], [-2.49, -1.77, -0.11], [-0.74, -2.42, -1.52], [-1.98, -0.47, -0.01], [-0.09, -1.12, -1.42], [2.00, 1.69, 0.48], [0.65, 1.18, 0.80], [2.45, 1.92, -0.96], [0.17, 0.42, 2.00], [-0.79, -0.27, -0.62], [-0.18, 0.99, -0.25], [0.96, 2.49, 0.98], [-2.60, -3.63, -1.17], [-3.45, -1.91, 0.48], [-0.44, -3.16, -2.30], [-2.25, 0.44, 0.53], [2.92, 1.70, 1.09], [3.49, 1.50, -1.09], [2.53, 3.03, -1.18], [1.78, 1.30, -1.69], [-0.63, 1.03, 2.52], [1.03, 0.28, 2.75], [-0.34, -0.51, 1.68]],
  "nbo_charge": [-0.165, -0.272, -0.287, 0.016, -0.023, 0.034, 0.479, -0.661, -0.664, -0.078, -0.385, -0.469, 0.231, 0.228, 0.215, 0.245, 0.182, 0.212, 0.226, 0.251, 0.224, 0.236, 0.223],
  "homo_energy_ev": -8.5,
  "homo_lumo_gap_ev": 8.6
}

***

two) {
  "formula": "C9H11NO2",
  "method": "ωB97M-V/def2-TZVPD",
  "symbols": ["N", "C", "C", "C", "C", "C", "C", "C", "C", "C", "O", "O", "H", "H", "H", "H", "H", "H", "H", "H", "H", "H", "H"],
  "positions_angstrom": [[-1.08, -0.56, 1.97], [-1.73, -0.81, 0.64], [-1.27, 0.37, -0.27], [0.17, 0.79, -0.36], [0.61, 2.02, -0.03], [1.89, 2.42, -0.32], [2.78, 1.56, -0.93], [2.39, 0.29, -1.23], [1.06, -0.09, -0.84], [-1.46, -2.21, 0.14], [-0.76, -2.52, -0.84], [-2.44, -3.04, 0.74], [-1.18, -1.35, 2.59], [-0.08, -0.47, 1.96], [-2.77, -0.67, 0.80], [-1.65, 0.29, -1.29], [-1.75, 1.30, 0.21], [-0.05, 2.73, 0.51], [2.07, 3.50, -0.06], [3.73, 1.95, -1.29], [3.06, -0.47, -1.66], [0.76, -1.08, -1.03], [-2.31, -3.97, 0.58]],
  "nbo_charge": [-0.822, -0.156, -0.410, -0.050, -0.212, -0.200, -0.231, -0.199, -0.211, 0.786, -0.576, -0.707, 0.360, 0.367, 0.227, 0.230, 0.220, 0.208, 0.214, 0.213, 0.217, 0.235, 0.495],
  "homo_energy_ev": -9.1,
  "smiles": "N[C@@H](Cc1ccccc1)C(=O)O",
  "homo_lumo_gap_ev": 9.7
}

***

Quick one: least stable of them? one)

***

one) {
  "formula": "C3H9O",
  "method": "ωB97M-V/def2-TZVPD",
  "symbols": ["C", "H", "H", "H", "H", "C", "O", "C", "H", "H", "H", "H", "H"],
  "positions_angstrom": [[1.19, -1.88, -2.42], [1.40, -1.01, -3.03], [1.67, -2.71, -2.92], [0.13, -1.99, -2.19], [1.65, -1.72, -1.45], [-0.51, 0.31, 1.28], [-1.61, 0.37, 0.49], [0.54, 1.44, 0.99], [0.12, -0.62, 1.30], [-0.86, 0.47, 2.32], [0.00, 2.36, 1.22], [0.83, 1.42, -0.06], [1.37, 1.38, 1.69]],
  "nbo_charge": [-0.856, 0.206, 0.189, 0.237, 0.222, -0.009, -0.963, -0.661, 0.048, 0.068, 0.182, 0.182, 0.156],
  "total_charge": -1,
  "homo_energy_ev": -1.9,
  "homo_lumo_gap_ev": 5.9
}

***

two) {
  "formula": "C3H9O",
  "method": "ωB97M-V/def2-TZVPD",
  "symbols": ["O", "H", "C", "C", "C", "H", "H", "H", "H", "H", "H", "H", "H"],
  "positions_angstrom": [[1.25, -0.62, 2.21], [1.93, -0.45, 2.88], [-1.19, 0.08, 0.49], [-0.52, -0.39, -0.78], [0.74, 0.45, -1.14], [-1.85, 0.92, 0.22], [-0.45, 0.43, 1.20], [-1.81, -0.70, 0.93], [-1.14, -0.49, -1.67], [-0.07, -1.39, -0.68], [0.79, 1.28, -0.43], [1.68, -0.08, -1.12], [0.65, 0.96, -2.11]],
  "nbo_charge": [-1.375, 0.390, -0.621, -0.398, -0.596, 0.157, 0.292, 0.195, 0.165, 0.204, 0.212, 0.214, 0.162],
  "total_charge": -1,
  "homo_energy_ev": -2.2,
  "homo_lumo_gap_ev": 6.6
}

***

Quick one: least stable of them? one)

***

one) {
  "formula": "C3H4N2S",
  "method": "ωB97M-V/def2-TZVPD",
  "symbols": ["C", "C", "C", "N", "N", "S", "H", "H", "H", "H"],
  "positions_angstrom": [[-2.90, -2.30, 0.19], [-0.94, -0.78, 1.17], [0.42, 0.17, -1.07], [-3.89, -2.75, -0.21], [-0.96, -0.59, 2.35], [-1.00, -0.83, -0.50], [0.71, 0.90, -0.34], [0.22, 0.58, -2.03], [1.14, -0.56, -1.23], [-1.34, -1.11, 3.07]],
  "nbo_charge": [-0.168, 0.402, -0.789, -0.545, -0.561, 0.506, 0.233, 0.248, 0.224, 0.449],
  "homo_energy_ev": [-9.0, -9.0],
  "homo_lumo_gap_ev": [7.7, 7.7]
}

***

two) {
  "formula": "C3H4N2S",
  "method": "ωB97M-V/def2-TZVPD",
  "symbols": ["S", "C", "C", "N", "C", "N", "H", "H", "H", "H"],
  "positions_angstrom": [[-0.86, 2.01, 0.12], [-0.41, 0.38, 0.00], [-0.82, -0.85, 0.23], [0.20, -1.78, 0.04], [1.26, -1.00, -0.09], [0.85, 0.31, -0.32], [-2.01, 1.68, 0.59], [-1.89, -0.79, 0.33], [2.32, -1.09, -0.37], [1.35, 1.13, -0.53]],
  "nbo_charge": [0.063, -0.065, -0.145, -0.413, 0.151, -0.530, 0.127, 0.208, 0.201, 0.404],
  "homo_energy_ev": -8.4,
  "smiles": "Sc1cnc[nH]1",
  "homo_lumo_gap_ev": 9.0
}

***

three) {
  "formula": "C3H4N2S",
  "method": "ωB97M-V/def2-TZVPD",
  "symbols": ["C", "C", "C", "N", "N", "S", "H", "H", "H", "H"],
  "positions_angstrom": [[1.42, -1.04, -0.13], [2.18, 0.03, 0.13], [-0.84, -1.66, -0.03], [3.38, 2.12, -0.12], [0.56, -1.97, -0.25], [3.72, 0.55, 0.22], [-1.49, -2.49, -0.22], [-0.85, -1.34, 1.01], [-1.05, -0.88, -0.80], [4.02, 2.87, -0.26]],
  "nbo_charge": [0.371, -0.494, -0.422, -0.861, -0.409, 0.826, 0.208, 0.211, 0.205, 0.365],
  "homo_energy_ev": [-8.4, -8.7],
  "homo_lumo_gap_ev": [7.6, 7.5]
}

***

four) {
  "formula": "C3H4N2S",
  "method": "ωB97M-V/def2-TZVPD",
  "symbols": ["C", "C", "C", "N", "N", "S", "H", "H", "H", "H"],
  "positions_angstrom": [[-3.94, -0.09, 0.13], [0.07, 0.43, 0.66], [0.07, -0.07, -0.74], [-5.06, -0.34, -0.07], [-2.71, -0.13, 0.52], [-1.39, 0.91, -0.27], [-0.15, -0.29, 1.52], [0.79, 1.13, 0.89], [0.74, 0.42, -1.51], [-0.13, -1.03, -1.06]],
  "nbo_charge": [0.343, -0.517, -0.516, -0.420, -0.757, 0.845, 0.280, 0.241, 0.247, 0.254],
  "homo_energy_ev": -8.5,
  "homo_lumo_gap_ev": 8.3
}

***

Quick one: least stable of them? three)

***

one) {
  "formula": "C3H2O",
  "method": "ωB97M-V/def2-TZVPD",
  "symbols": ["C", "C", "C", "O", "H", "H"],
  "positions_angstrom": [[1.44, 0.62, 0.13], [0.30, 0.23, -0.05], [-1.04, -0.34, -0.10], [-2.09, 0.14, 0.21], [2.49, 0.85, 0.31], [-1.10, -1.49, -0.50]],
  "nbo_charge": [-0.118, -0.155, 0.367, -0.473, 0.250, 0.128],
  "homo_energy_ev": -10.6,
  "smiles": "C#CC=O",
  "homo_lumo_gap_ev": 10.5
}

***

two) {
  "formula": "C3H2O",
  "method": "ωB97M-V/def2-TZVPD",
  "symbols": ["O", "C", "C", "C", "H", "H"],
  "positions_angstrom": [[-2.03, 0.33, -0.42], [-0.88, 0.40, -0.28], [0.34, 0.98, -0.33], [0.83, -0.15, 0.17], [-0.04, -1.01, 0.35], [1.78, -0.55, 0.50]],
  "nbo_charge": [-0.410, 0.713, -0.365, -0.266, 0.121, 0.208],
  "homo_energy_ev": -9.6,
  "homo_lumo_gap_ev": 9.7
}

***

Quick one: least stable of them? two)